# 1
Below is an isolated molecule of C6H8, with properties calculated with the ωB97M-V functional and the def2-TZVPD basis.

Bonds (Å) are listed after each position.
Atoms and positions in Å:
1 C 0.129 -0.160 1.851  C6 1.386, H7 1.085, H8 1.089
2 C 0.696 -0.875 -0.228  C3 1.366, C6 1.471, H9 1.086
3 C -0.447 -1.134 -0.929  C2 1.366, H10 1.088, H11 1.089
4 C -0.684 0.959 -1.422  C5 1.254, H12 1.073
5 C -0.233 1.552 -0.413  C4 1.254, C6 1.898, H13 1.077
6 C 0.689 0.293 0.667  C1 1.386, C2 1.471, C5 1.898, H14 1.091
7 H -0.707 -0.850 1.833  C1 1.085
8 H 0.465 0.179 2.830  C1 1.089
9 H 1.636 -1.387 -0.417  C2 1.086
10 H -1.415 -0.918 -0.480  C3 1.088
11 H -0.466 -1.912 -1.692  C3 1.089
12 H -1.153 0.896 -2.385  C4 1.073
13 H -0.149 2.537 0.015  C5 1.077
14 H 1.639 0.820 0.771  C6 1.091

The value obtained for the molar mass is 80.130 g/mol. The energy above the lowest of the compared OMol25 structures with the same formula, charge and spin is 514.8 kJ/mol. Its total energy is -6345.4480 eV.

natural (NBO) population analysis, charges in e, atoms 1 to 5: atom 1 (C): -0.35, atom 2 (C): -0.14, atom 3 (C): -0.46, atom 4 (C): -0.18, atom 5 (C): -0.31

---

# 2
Below is an isolated molecule of C6H8, with properties calculated with the ωB97M-V functional and the def2-TZVPD basis.

Bonds (Å) are listed after each position.
Atoms and positions in Å:
1 C 0.954 -1.268 0.184  C2 1.516, H7 1.094, H8 1.096, H9 1.097
2 C 0.689 0.222 0.099  C1 1.516, C3 1.470, C4 1.571, H10 1.084
3 C 0.222 0.794 -1.172  C2 1.470, C4 1.518, H11 1.086, H12 1.086
4 C -0.718 0.915 0.015  C2 1.571, C3 1.518, C5 1.759, C6 1.600, H13 1.089
5 C -2.351 0.303 -0.214  C4 1.759, C6 1.276
6 C -1.628 -0.207 0.704  C4 1.600, C5 1.276, H14 1.078
7 H 0.306 -1.855 -0.475  C1 1.094
8 H 0.873 -1.681 1.196  C1 1.096
9 H 1.985 -1.430 -0.153  C1 1.097
10 H 1.338 0.819 0.731  C2 1.084
11 H -0.073 0.108 -1.960  C3 1.086
12 H 0.667 1.725 -1.509  C3 1.086
13 H -0.756 1.922 0.427  C4 1.089
14 H -1.292 -0.778 1.555  C6 1.078

The value obtained for the molar mass is 80.130 g/mol. The energy above the lowest of the compared OMol25 structures with the same formula, charge and spin is 410.2 kJ/mol. Its total energy is -6346.5322 eV.

natural (NBO) population analysis, charges in e, atoms 1 to 5: atom 1 (C): -0.62, atom 2 (C): -0.17, atom 3 (C): -0.38, atom 4 (C): -0.26, atom 5 (C): 0.00

---

# 3
Below is an isolated molecule of C6H8, with properties calculated with the ωB97M-V functional and the def2-TZVPD basis.

Bonds (Å) are listed after each position.
Atoms and positions in Å:
1 C -0.147 1.866 0.543  C2 1.479, H8 1.095, H9 1.094, H10 1.091
2 C 0.177 0.593 -0.137  C1 1.479, C3 1.539, C6 1.341
3 C -0.508 -0.569 -0.877  C2 1.539, C4 1.401, C6 1.551, H7 1.087
4 C -1.614 -0.773 -0.041  C3 1.401, H11 1.085, H12 1.080
5 C 1.883 -1.416 -0.050  C6 1.339, H13 1.083, H14 1.080
6 C 0.851 -0.566 -0.130  C2 1.341, C3 1.551, C5 1.339
7 H -0.534 -0.660 -1.959  C3 1.087
8 H 0.674 2.570 0.365  C1 1.095
9 H -0.262 1.772 1.627  C1 1.094
10 H -1.058 2.305 0.134  C1 1.091
11 H -2.633 -0.643 -0.391  C4 1.085
12 H -1.463 -0.959 1.012  C4 1.080
13 H 2.861 -1.074 0.261  C5 1.083
14 H 1.774 -2.446 -0.357  C5 1.080

The value obtained for the molar mass is 80.130 g/mol. The energy above the lowest of the compared OMol25 structures with the same formula, charge and spin is 399.2 kJ/mol. Its total energy is -6346.6460 eV.

natural (NBO) population analysis, charges in e, atoms 1 to 5: atom 1 (C): -0.64, atom 2 (C): 0.02, atom 3 (C): -0.27, atom 4 (C): -0.32, atom 5 (C): -0.48

---

# 4
Below is an isolated molecule of C6H8, with properties calculated with the ωB97M-V functional and the def2-TZVPD basis.

Bonds (Å) are listed after each position.
Atoms and positions in Å:
1 C 0.119 -1.436 0.245  C2 1.498, H7 1.066, H8 1.085
2 C -0.813 -0.429 -0.357  C1 1.498, C3 1.500, C6 1.487, H9 1.093
3 C -0.960 0.694 0.626  C2 1.500, C4 1.529, H10 1.092, H11 1.102
4 C 0.551 0.895 0.746  C3 1.529, C5 1.378, H12 1.083
5 C 1.120 0.794 -0.505  C4 1.378, C6 1.419, H13 1.085
6 C 0.294 -0.062 -1.279  C2 1.487, C5 1.419, H14 1.084
7 H 1.157 -1.325 0.462  C1 1.066
8 H -0.320 -2.351 0.629  C1 1.085
9 H -1.677 -0.919 -0.813  C2 1.093
10 H -1.483 0.382 1.532  C3 1.092
11 H -1.427 1.606 0.221  C3 1.102
12 H 1.069 1.145 1.664  C4 1.083
13 H 2.098 1.171 -0.785  C5 1.085
14 H 0.338 -0.253 -2.346  C6 1.084

The value obtained for the molar mass is 80.130 g/mol. The energy above the lowest of the compared OMol25 structures with the same formula, charge and spin is 329.8 kJ/mol. Its total energy is -6347.3653 eV.

natural (NBO) population analysis, charges in e, atoms 1 to 5: atom 1 (C): -0.37, atom 2 (C): -0.32, atom 3 (C): -0.43, atom 4 (C): -0.13, atom 5 (C): -0.30